Record 1
C23H30BN8PdS2 | wB97M-V/def2-TZVPD

Cartesian coordinates (Å):
Pd1 0.70413 -0.43316 -0.65312
C1 -1.61852 -1.41374 -3.22511
C2 -2.17593 -0.89515 -1.94425
C3 -3.49901 -0.60841 -1.60627
C4 -3.47890 -0.21258 -0.27369
C5 -4.61466 0.19083 0.59883
N1 -2.19199 -0.24750 0.13745
N2 -1.40265 -0.67740 -0.87908
B1 -1.57870 0.04155 1.50307
N3 -0.80800 -1.28069 1.94000
N4 0.19050 -1.88373 1.10882
C6 0.50818 -3.02834 1.63381
C7 1.45774 -4.00136 1.03750
C8 -0.22998 -3.20381 2.86027
C9 -1.05696 -2.03358 2.97802
C10 -2.03031 -1.74740 4.05968
N5 -0.57414 1.18483 1.44888
N6 0.67043 0.98501 0.92892
C11 1.36549 2.11890 1.09488
C12 2.78472 2.24983 0.66276
C13 0.56921 3.04979 1.75558
C14 -0.64995 2.42031 1.98063
C15 -1.85599 2.94789 2.67341
H1 -2.27747 -1.17830 -4.05805
H2 -1.51387 -2.49888 -3.18672
H3 -0.63297 -0.98757 -3.43259
H4 -4.36545 -0.70875 -2.23753
H5 -5.54115 0.15505 0.03160
H6 -4.48614 1.20382 0.98007
H7 -4.71714 -0.47954 1.45236
H8 -2.41837 0.25085 2.31377
H9 1.47956 -3.89913 -0.04591
H10 1.16275 -5.01928 1.28634
H11 2.45906 -3.84895 1.44207
H12 -0.19076 -4.03686 3.54548
H13 -1.94654 -2.49255 4.84623
H14 -3.04813 -1.76895 3.66518
H15 -1.85927 -0.75743 4.48152
H16 3.11392 1.35536 0.13774
H17 3.43260 2.38965 1.52852
H18 2.92144 3.11886 0.01814
H19 0.85163 4.03807 2.07649
H20 -1.66147 3.95445 3.03429
H21 -2.12913 2.32811 3.52730
H22 -2.71225 2.98728 1.99908
C16 -1.32699 2.38623 -2.12996
C17 0.01117 2.11177 -2.69644
N7 0.85027 1.20761 -2.28457
C18 2.04120 1.24729 -2.97365
C19 2.06914 2.21130 -3.99089
S1 0.63435 3.06388 -4.04318
C20 3.09930 0.39671 -2.57896
C21 4.37866 0.35441 -3.13803
S2 5.34740 -0.73634 -2.31762
C22 4.02204 -1.10832 -1.23852
N8 2.92531 -0.45682 -1.50515
C23 4.19877 -2.07551 -0.13288
H23 -1.49885 1.75952 -1.25917
H24 -2.10039 2.19183 -2.87726
H25 -1.40498 3.43886 -1.84927
H26 2.88393 2.43002 -4.66575
H27 4.75171 0.92873 -3.97334
H28 5.24398 -2.16009 0.16004
H29 3.86128 -3.06287 -0.45585
H30 3.60713 -1.75557 0.72411

Its charge is +3. As for the expectation value of S²: 6.036. Its HOMO energy (spin up / spin down) is -16.88 / -16.88 eV. The LUMO energy (spin up / spin down) comes out at -9.36 / -12.37 eV. As for the spin multiplicity: 5. The calculation puts the energy above the lowest of the compared OMol25 structures with the same formula, charge and spin at 0.0000 eV. The largest force on an atom is 0.392 eV/Å.

Record 2
C23H30BrCrO3S5 | wB97M-V/def2-TZVPD

Cartesian coordinates (Å):
Cr1 0.48039 -0.17996 0.85140
C1 3.49168 0.40307 -0.50314
C2 2.63560 0.33331 -1.75639
S1 0.84013 0.49738 -1.46549
C3 0.61887 2.30966 -1.51090
C4 1.07230 3.03012 -0.25263
S2 0.24592 2.22733 1.14469
C5 1.27523 2.62943 2.58122
C6 0.87084 1.67926 3.69431
S3 0.90171 -0.09356 3.25830
C7 2.66752 -0.50992 3.43547
C8 3.54477 -0.06069 2.28166
S4 2.80004 -0.70230 0.75629
H1 3.55212 1.40576 -0.08612
H2 4.50221 0.06225 -0.73091
H3 2.73594 -0.63863 -2.23342
H4 2.91904 1.10943 -2.46562
H5 -0.45000 2.46487 -1.67787
H6 1.15133 2.68463 -2.38395
H7 0.75388 4.07192 -0.27627
H8 2.14993 2.99421 -0.11169
H9 1.06561 3.65616 2.87936
H10 2.32493 2.55077 2.31409
H11 -0.15794 1.86513 4.00246
H12 1.50787 1.80607 4.56899
H13 2.68053 -1.59596 3.53028
H14 3.00409 -0.08720 4.38132
H15 4.53441 -0.50681 2.38094
H16 3.65912 1.01881 2.23084
C9 -3.22072 4.59740 -3.33279
C10 -3.16185 3.33617 -2.51660
C11 -3.16147 3.38362 -1.11892
C12 -3.05598 2.22890 -0.36152
C13 -2.94591 1.00495 -1.00927
C14 -2.96075 0.92712 -2.39768
C15 -3.08114 2.08999 -3.13995
S5 -2.60004 -0.47993 -0.09909
C16 -4.04669 -0.60703 0.93223
O1 -1.50647 -0.11161 0.93249
H17 -3.45869 5.46084 -2.71458
H18 -3.96870 4.51961 -4.12280
H19 -2.25960 4.77855 -3.81928
H20 -3.25785 4.34077 -0.61802
H21 -3.05980 2.28331 0.72052
H22 -2.90143 -0.03609 -2.89486
H23 -3.11207 2.02879 -4.22197
H24 -4.21827 0.34008 1.43973
H25 -3.86301 -1.40624 1.64854
H26 -4.88838 -0.86528 0.28843
Br1 0.20221 -8.86777 -0.03377
C17 0.35614 -6.99250 -0.11605
C18 -0.44967 -6.20930 0.69659
C19 -0.31692 -4.83270 0.65076
C20 0.60158 -4.24605 -0.21659
C21 1.38965 -5.04608 -1.04012
C22 1.27507 -6.42406 -0.98697
C23 0.77740 -2.77899 -0.26054
O2 1.37315 -2.22574 -1.18482
O3 0.26140 -2.09940 0.75074
H27 -1.16812 -6.67631 1.35647
H28 -0.93166 -4.20707 1.28513
H29 2.09106 -4.57858 -1.71721
H30 1.88946 -7.05387 -1.61546

Its charge is +2. As for the expectation value of S²: 0.760. Its HOMO energy (spin up / spin down) is -12.93 / -12.93 eV. The LUMO energy (spin up / spin down) comes out at -7.49 / -6.92 eV. As for the spin multiplicity: 2. The calculation puts the energy above the lowest of the compared OMol25 structures with the same formula, charge and spin at 0.0000 eV. The largest force on an atom is 1.503 eV/Å.

Record 3
C23H30FNO4 | wB97M-V/def2-TZVPD

Cartesian coordinates (Å):
C1 -3.37871 0.46818 5.05989
O1 -2.87354 1.55873 4.32043
C2 -2.77994 1.50964 2.96617
C3 -2.42419 2.72211 2.37302
C4 -2.25062 2.82649 1.01090
C5 -2.49846 1.74478 0.18123
C6 -2.29419 1.80365 -1.30787
N1 -1.21319 0.90871 -1.69326
C7 -1.15301 0.64705 -3.11768
C8 -0.17834 -0.49664 -3.38217
C9 1.20241 -0.17224 -2.81722
C10 1.13975 0.26739 -1.34848
C11 0.80556 -0.89830 -0.39484
O2 -0.41782 -1.53916 -0.60823
C12 2.49622 0.87883 -0.91720
C13 3.65577 -0.07125 -1.00357
C14 4.02722 -0.84053 0.09412
C15 5.08535 -1.72792 0.02192
C16 5.77991 -1.83750 -1.16802
F1 6.81604 -2.70102 -1.24893
C17 5.44865 -1.07760 -2.27368
C18 4.38747 -0.19560 -2.17962
C19 0.07469 1.36594 -1.20963
C20 -2.90364 0.53739 0.75376
O3 -3.14402 -0.50606 -0.10748
C21 -4.38021 -1.18275 0.02206
C22 -2.98301 0.39084 2.14681
O4 -3.23916 -0.86197 2.68952
C23 -2.16825 -1.78028 2.52211
H1 -3.53552 0.85614 6.06668
H2 -2.66648 -0.35950 5.10142
H3 -4.32513 0.10829 4.65239
H4 -2.26005 3.56555 3.02403
H5 -1.93888 3.76694 0.58141
H6 -2.10073 2.84469 -1.61956
H7 -3.19995 1.45369 -1.81106
H8 -0.83644 1.54801 -3.67727
H9 -2.15130 0.36621 -3.46182
H10 -0.10275 -0.66779 -4.45787
H11 -0.55864 -1.40346 -2.91474
H12 1.85386 -1.04206 -2.91427
H13 1.63667 0.64461 -3.40128
H14 0.84327 -0.50470 0.63690
H15 1.57115 -1.67521 -0.48893
H16 -1.09547 -0.85505 -0.76592
H17 2.39804 1.23488 0.11089
H18 2.69596 1.74404 -1.55363
H19 3.48480 -0.74164 1.02225
H20 5.37594 -2.32689 0.87045
H21 6.01768 -1.17781 -3.18442
H22 4.13119 0.40970 -3.03582
H23 0.40575 2.26741 -1.76204
H24 -0.03033 1.64001 -0.15595
H25 -4.36052 -1.96592 -0.73371
H26 -5.21459 -0.50131 -0.17714
H27 -4.51520 -1.62854 1.00860
H28 -2.52472 -2.72812 2.92194
H29 -1.28919 -1.45288 3.08897
H30 -1.88751 -1.90348 1.47332

Its charge is 0. Its HOMO energy is -8.34 eV. The LUMO energy comes out at 0.72 eV. The calculation puts the energy above the lowest of the compared OMol25 structures with the same formula, charge and spin at 0.0000 eV. The largest force on an atom is 0.699 eV/Å.

Record 4
C23H30FNO5S2 | wB97M-V/def2-TZVPD

Cartesian coordinates (Å):
C1 -3.11033 -3.25745 -1.86139
C2 -2.20377 -2.08290 -2.23262
S1 -0.73276 -2.06469 -1.16219
C3 -0.44421 -0.28469 -0.95104
C4 -0.64370 0.37534 0.43665
C5 -1.72630 -0.29817 1.29009
C6 -3.05210 -0.42618 0.53663
C7 -4.25666 0.00510 1.34887
C8 -5.55035 0.10948 0.55459
F1 -4.43562 -0.90905 2.39606
O1 -1.43772 -1.63078 1.77197
S2 -0.10129 -1.89223 2.62936
O2 -0.08999 -3.32347 2.77410
O3 0.98099 -1.56637 1.44769
C9 1.64386 -0.28787 1.55970
C10 3.00749 -0.46861 0.87559
C11 3.08277 -0.65687 -0.61689
C12 3.39739 0.40205 -1.47063
C13 3.50068 0.19563 -2.83112
C14 3.31345 -1.07395 -3.36416
C15 3.03410 -2.13728 -2.52214
C16 2.92119 -1.92451 -1.15989
C17 0.66357 0.85554 1.16776
C18 0.16206 1.53410 2.47757
O4 1.22228 2.09269 3.24279
O5 1.10246 1.65562 4.60197
C19 1.35958 1.96209 0.35784
C20 0.83138 2.53935 -0.79605
C21 1.53230 3.54656 -1.44886
C22 2.74797 3.96613 -0.93427
N1 3.26338 3.44801 0.17909
C23 2.58481 2.48793 0.79953
H1 -3.91201 -2.95582 -1.19126
H2 -2.54609 -4.03848 -1.35382
H3 -3.55321 -3.69962 -2.75169
H4 -2.72519 -1.13256 -2.14480
H5 -1.86312 -2.18468 -3.26094
H6 -1.11650 0.19155 -1.66439
H7 0.56055 -0.07261 -1.30745
H8 -1.12978 1.33574 0.23430
H9 -1.92424 0.32542 2.16158
H10 -3.03710 0.18331 -0.36786
H11 -3.17997 -1.47386 0.26795
H12 -4.03314 0.96938 1.81734
H13 -6.23623 -0.67112 0.87393
H14 -5.37860 -0.01852 -0.51341
H15 -6.03860 1.06814 0.70726
H16 1.88966 -0.14503 2.61615
H17 3.40319 -1.37644 1.33391
H18 3.67942 0.32979 1.18233
H19 3.57904 1.39229 -1.07562
H20 3.74388 1.02799 -3.47749
H21 3.39749 -1.23253 -4.43003
H22 2.89172 -3.12933 -2.92478
H23 2.69397 -2.75399 -0.50404
H24 -0.35197 0.83602 3.12765
H25 -0.53222 2.33512 2.20995
H26 1.75403 0.94134 4.63748
H27 -0.10771 2.21721 -1.21906
H28 1.14286 3.99348 -2.35226
H29 3.32036 4.74203 -1.42498
H30 3.04261 2.10525 1.69750

Its charge is 0. Its HOMO energy is -8.33 eV. The LUMO energy comes out at 0.28 eV. The largest force on an atom is 0.455 eV/Å.

Q: Which of these has the highest charge?
A: C23H30BN8PdS2